Density functional theory data (ωB97M-V with the def2-TZVPD basis set) for a single C13H14N2O3S2 molecule.

Computed properties:
Molecular weight = 310.4 g/mol
SMILES string = CC(C)Sc1ncc(S(=O)(=O)c2ccccc2)c(=O)[nH]1
Gap between HOMO and LUMO = 9.17 eV
Energy = -44501.3011 eV
ΔE to the lowest compared entry with this formula, charge and spin = 32.0 kcal/mol

```
! wB97M-V def2-TZVPD RIJCOSX def2/J DEFGRID3
* xyz 0 1
C 2.6488 -4.7412 -1.0452
C 2.1343 -3.8439 0.0654
C 2.2751 -4.4719 1.4398
S 0.3480 -3.4700 -0.2460
C 0.3599 -1.7404 -0.3907
N 1.4653 -1.0695 -0.2543
C 1.3958 0.2688 -0.4024
C 0.2450 0.9356 -0.6686
S 0.2601 2.7137 -0.9527
O 0.1439 2.9309 -2.3679
O 1.4393 3.2124 -0.2929
C -1.1961 3.3216 -0.1125
C -2.2704 3.7809 -0.8454
C -3.3981 4.2224 -0.1739
C -3.4328 4.1939 1.2114
C -2.3440 3.7308 1.9341
C -1.2135 3.2891 1.2675
C -1.0008 0.2305 -0.8003
O -2.1004 0.6915 -0.9992
N -0.8354 -1.1596 -0.6442
H 2.5140 -4.2700 -2.0156
H 3.7100 -4.9293 -0.8975
H 2.1242 -5.6944 -1.0443
H 2.6099 -2.8621 0.0317
H 1.8798 -3.8116 2.2078
H 3.3268 -4.6541 1.6495
H 1.7430 -5.4197 1.4865
H 2.3269 0.8065 -0.2931
H -2.2041 3.7774 -1.9213
H -4.2501 4.5836 -0.7296
H -4.3148 4.5348 1.7333
H -2.3772 3.7125 3.0131
H -0.3438 2.9318 1.7975
H -1.6684 -1.7312 -0.7402
*
```

=====

Density functional theory data (ωB97M-V with the def2-TZVPD basis set) for a single C5H3N3 molecule.

Computed properties:
Molecular weight = 105.1 g/mol
SMILES string = N#C/C=C1\C=NC=N1
Gap between HOMO and LUMO = 8.89 eV
Energy = -9701.9731 eV
ΔE to the lowest compared entry with this formula, charge and spin = 19.5 kcal/mol

```
! wB97M-V def2-TZVPD RIJCOSX def2/J DEFGRID3
* xyz 0 1
N 0.2033 -0.9369 -3.3586
C -0.1954 -0.3761 -2.4177
C -0.5532 0.4085 -1.2732
C -0.2134 0.2414 -0.0058
C 0.6083 -0.8491 0.5601
N 0.8058 -0.5986 1.8024
C 0.0504 0.5463 2.0551
N -0.5336 1.0860 1.0554
H -1.1703 1.3077 -1.4731
H 0.9693 -1.7735 0.0418
H 0.0287 0.9443 3.0134
*
```